No. 1
This record from the Open Molecules 2025 dataset describes C67H73AsGe2N3O3PSc as an isolated structure. The level of theory is the ωB97M-V functional and the def2-TZVPD basis.

## Properties
LUMO level (spin up / spin down)	-0.17 / -0.24	eV
total charge	0
spin multiplicity	2
total energy	-10478.4735	a.u.
gap between HOMO and LUMO (spin up / spin down)	6.673 / 6.901	eV

Last column: Mulliken spin population.
Positions of all 151 atoms, in Å:
Sc (-0.515, -0.048, -0.065)  -0.1216
O (-0.787, 1.421, 2.556)  0.0015
N (0.367, 0.666, 2.222)  -0.0123
C (1.315, 1.036, 2.989)  0.0086
C (2.718, 0.607, 2.950)  -0.0018
C (3.381, 0.726, 4.177)  0.0007
C (4.716, 0.397, 4.304)  0.0000
C (5.416, -0.019, 3.180)  0.0005
C (4.773, -0.111, 1.959)  0.0005
C (3.416, 0.179, 1.819)  0.0144
P (2.676, 0.133, 0.120)  0.0930
C (3.453, -1.371, -0.539)  0.0339
C (3.603, -2.430, 0.261)  0.0011
C (3.892, -3.774, -0.299)  -0.0003
C (4.538, -3.828, -1.704)  0.0013
C (4.265, -2.593, -2.506)  -0.0052
C (3.714, -1.498, -1.989)  0.0019
C (3.673, 1.520, -0.551)  -0.0807
C (3.210, 2.806, -0.277)  0.0743
C (3.931, 3.919, -0.677)  0.0310
C (5.121, 3.761, -1.373)  -0.0011
C (5.594, 2.486, -1.645)  0.0018
C (4.881, 1.371, -1.226)  -0.0070
H (-1.501, 0.763, 2.667)  0.0010
H (1.049, 1.738, 3.777)  0.0011
H (2.828, 1.082, 5.038)  0.0001
H (5.209, 0.480, 5.262)  0.0000
H (6.469, -0.259, 3.250)  0.0000
H (5.336, -0.419, 1.088)  -0.0002
H (3.432, -2.359, 1.327)  -0.0002
H (4.433, -4.392, 0.419)  0.0000
H (5.601, -4.084, -1.746)  0.0001
H (4.510, -2.621, -3.562)  0.0000
H (3.492, -0.652, -2.628)  0.0020
H (2.270, 2.934, 0.247)  -0.0601
H (3.560, 4.910, -0.454)  0.0008
H (5.679, 4.628, -1.700)  0.0000
H (6.526, 2.355, -2.178)  0.0000
H (5.279, 0.386, -1.426)  -0.0008
N (-2.143, -3.033, -4.186)  0.0000
C (-2.100, -2.212, -2.982)  0.0005
C (-1.074, -1.125, -3.136)  0.0054
O (-0.579, -0.973, -4.340)  0.0004
O (-0.739, -0.393, -2.214)  -0.0088
H (-3.098, -3.182, -4.484)  0.0000
H (-1.729, -3.942, -4.015)  0.0000
H (-0.992, -1.706, -4.869)  -0.0001
H (-1.891, -2.765, -2.064)  -0.0010
H (-3.055, -1.712, -2.814)  -0.0003
C (-7.155, -3.828, -3.606)  0.0000
C (-6.377, -2.751, -2.902)  -0.0001
C (-6.217, -2.757, -1.528)  0.0002
C (-5.488, -1.779, -0.857)  -0.0019
C (-5.455, -1.845, 0.641)  0.0000
C (-4.879, -0.747, -1.580)  0.0043
As (-3.684, 0.662, -0.849)  0.0633
N (-2.638, -0.180, 0.450)  -0.0156
C (-2.909, -0.437, 1.796)  -0.0024
C (-3.811, 0.278, 2.608)  -0.0007
C (-3.924, 0.012, 3.963)  -0.0009
C (-3.147, -0.959, 4.583)  0.0012
C (-2.247, -1.674, 3.808)  0.0001
C (-2.141, -1.422, 2.448)  -0.0009
C (-4.931, 1.957, 0.039)  0.0194
C (-4.294, 3.006, 0.717)  0.0046
C (-2.807, 3.210, 0.687)  -0.0273
C (-5.032, 3.916, 1.470)  -0.0004
C (-6.408, 3.848, 1.549)  0.0003
C (-7.203, 4.812, 2.384)  0.0001
C (-7.039, 2.879, 0.782)  0.0002
C (-6.346, 1.953, 0.009)  -0.0003
C (-7.223, 1.072, -0.850)  0.0000
C (-5.080, -0.699, -2.977)  0.0017
C (-4.600, 0.432, -3.857)  -0.0034
C (-5.811, -1.700, -3.609)  -0.0001
H (-7.519, -4.574, -2.901)  0.0000
H (-6.535, -4.338, -4.345)  0.0000
H (-8.014, -3.411, -4.133)  0.0000
H (-6.689, -3.542, -0.946)  0.0000
H (-6.323, -2.392, 1.012)  0.0000
H (-5.469, -0.851, 1.077)  0.0002
H (-4.562, -2.350, 1.011)  -0.0002
H (-4.422, 1.055, 2.177)  0.0005
H (-4.630, 0.591, 4.545)  0.0000
H (-3.243, -1.153, 5.642)  0.0001
H (-1.619, -2.440, 4.245)  0.0000
H (-1.437, -2.011, 1.871)  0.0046
H (-2.325, 2.732, -0.167)  0.0747
H (-2.328, 2.817, 1.584)  -0.0129
H (-2.582, 4.277, 0.635)  0.0002
H (-4.502, 4.701, 1.998)  0.0001
H (-6.552, 5.528, 2.884)  0.0000
H (-7.775, 4.284, 3.149)  0.0000
H (-7.914, 5.369, 1.772)  0.0000
H (-8.124, 2.855, 0.757)  0.0001
H (-8.191, 1.559, -0.970)  0.0000
H (-7.400, 0.094, -0.406)  -0.0001
H (-6.811, 0.913, -1.842)  0.0000
H (-3.729, 0.948, -3.462)  0.0008
H (-5.389, 1.180, -3.972)  0.0000
H (-4.362, 0.066, -4.857)  0.0000
H (-5.956, -1.641, -4.683)  0.0000
C (-1.399, 2.724, -3.423)  0.0325
Ge (0.191, 2.876, -2.279)  0.0103
C (0.540, 4.802, -2.102)  0.0019
C (1.667, 2.047, -3.276)  0.0454
C (-0.042, 2.045, -0.539)  0.9225
H (-1.284, 3.385, -4.283)  -0.0018
H (-2.306, 3.000, -2.884)  0.0014
H (-1.506, 1.703, -3.783)  0.0011
H (0.738, 5.240, -3.081)  -0.0002
H (1.397, 4.999, -1.459)  -0.0009
H (-0.333, 5.298, -1.675)  0.0013
H (1.620, 2.352, -4.323)  0.0005
H (1.574, 0.962, -3.233)  -0.0065
H (2.637, 2.336, -2.872)  -0.0078
H (0.077, 2.795, 0.253)  -0.0975
C (-3.424, -6.015, -0.608)  0.0000
C (-2.153, -6.316, -1.073)  0.0000
C (-1.116, -5.403, -0.913)  0.0007
C (-1.313, -4.166, -0.293)  0.0078
C (-2.606, -3.881, 0.148)  -0.0002
C (-3.645, -4.791, 0.007)  0.0000
Ge (0.207, -2.868, 0.028)  -0.0061
C (1.486, -3.720, -1.271)  -0.0017
C (1.178, -3.648, -2.571)  0.0023
C (1.861, -4.387, -3.638)  0.0006
C (2.977, -5.070, -3.398)  -0.0005
C (3.584, -5.017, -2.037)  0.0002
C (2.665, -4.570, -0.858)  0.0014
C (0.781, -3.574, 1.812)  0.0089
C (1.325, -2.706, 2.758)  0.0002
C (1.698, -3.133, 4.025)  0.0001
C (1.521, -4.463, 4.381)  -0.0001
C (0.967, -5.345, 3.464)  0.0001
C (0.598, -4.903, 2.200)  -0.0015
H (-4.233, -6.726, -0.722)  0.0000
H (-1.960, -7.269, -1.551)  0.0000
H (-0.133, -5.672, -1.281)  0.0002
H (-2.819, -2.920, 0.599)  -0.0010
H (-4.631, -4.539, 0.374)  -0.0001
H (0.327, -3.056, -2.881)  -0.0027
H (1.421, -4.384, -4.629)  0.0001
H (3.468, -5.640, -4.178)  -0.0001
H (4.090, -5.955, -1.799)  0.0004
H (2.323, -5.362, -0.185)  -0.0007
H (1.457, -1.662, 2.499)  0.0061
H (2.122, -2.429, 4.732)  0.0000
H (1.804, -4.807, 5.367)  0.0000
H (0.817, -6.382, 3.735)  0.0000
H (0.152, -5.608, 1.507)  0.0000


No. 2
This record from the Open Molecules 2025 dataset describes a 2-piece molecular cluster, BrH2IO2Si overall at a distorted geometry. The level of theory is the ωB97M-V functional and the def2-TZVPD basis.

## Properties
LUMO level	-0.51	eV
total charge	0
total energy	-3312.9706	a.u.
gap between HOMO and LUMO	10.013	eV
energy above the lowest of the compared OMol25 structures with the same formula, charge and spin	59.8	kcal/mol
SMILES	O=[Si](O)I.Br

Last column: Löwdin charge in e.
Positions of all 7 atoms, in Å:
O (1.703, -2.540, 0.539)  -0.3612
Si (1.503, -1.070, 0.259)  -0.0541
O (0.968, -0.430, -1.125)  -0.2289
I (2.022, 0.868, 1.601)  0.5399
H (0.620, -1.135, -1.749)  0.1028
Br (-3.625, 2.363, 0.876)  0.3027
H (-3.193, 1.944, -0.401)  -0.3012


No. 3
This record from the Open Molecules 2025 dataset describes C17H18F2MnN3O4 as an isolated structure. The level of theory is the ωB97M-V functional and the def2-TZVPD basis.

## Properties
LUMO level (spin up / spin down)	2.69 / 2.68	eV
total charge	-1
spin multiplicity	6
total energy	-2474.7269	a.u.
gap between HOMO and LUMO (spin up / spin down)	6.525 / 7.723	eV
energy above the lowest of the compared OMol25 structures with the same formula, charge and spin	0.0	kcal/mol

Last column: Mulliken spin population.
Positions of all 45 atoms, in Å:
Mn (-0.216, 0.206, 0.201)  4.8233
N (-0.027, -1.193, -1.785)  0.0535
C (-1.188, -2.095, -1.789)  0.0017
C (-2.388, -1.545, -1.001)  0.0216
O (-3.515, -1.937, -1.346)  0.0147
N (-2.052, -0.709, -0.033)  -0.0080
C (-3.114, -0.009, 0.674)  0.0222
C (-2.727, 1.449, 0.979)  0.0038
O (-3.626, 2.249, 1.226)  0.0065
O (-1.465, 1.730, 0.947)  0.0396
H (-0.144, -0.439, -2.453)  -0.0120
H (0.832, -1.679, -2.004)  -0.0047
H (-0.886, -3.032, -1.312)  -0.0009
H (-1.553, -2.342, -2.788)  0.0012
H (-3.311, -0.479, 1.648)  -0.0039
H (-4.055, -0.024, 0.125)  0.0003
F (4.341, 3.156, -1.151)  0.0004
C (3.765, 2.204, -0.375)  -0.0171
C (2.446, 1.868, -0.568)  -0.0735
C (1.827, 0.882, 0.212)  0.0547
C (2.623, 0.244, 1.193)  -0.0874
C (3.947, 0.634, 1.352)  0.0139
F (4.759, 0.066, 2.293)  0.0014
C (4.553, 1.608, 0.587)  0.0150
C (1.992, -0.860, 2.011)  -0.0091
C (2.641, -1.606, 3.000)  -0.0051
C (1.950, -2.614, 3.656)  0.0046
C (0.632, -2.878, 3.333)  0.0010
C (0.053, -2.096, 2.348)  0.0267
N (0.714, -1.130, 1.721)  0.0839
H (1.907, 2.389, -1.354)  0.0053
H (5.587, 1.881, 0.741)  0.0013
H (3.666, -1.402, 3.249)  -0.0008
H (2.453, -3.191, 4.423)  -0.0005
H (0.063, -3.656, 3.822)  -0.0004
H (-0.977, -2.229, 2.030)  -0.0019
C (-2.641, 1.270, -3.341)  -0.0047
C (-2.156, 2.285, -2.333)  0.0049
O (-0.830, 1.920, -1.937)  0.0230
H (-3.644, 1.531, -3.683)  0.0001
H (-2.692, 0.274, -2.901)  0.0036
H (-1.979, 1.243, -4.211)  0.0001
H (-2.811, 2.305, -1.459)  -0.0015
H (-2.147, 3.288, -2.773)  0.0007
H (-0.607, 2.466, -1.172)  0.0023


No. 4
This record from the Open Molecules 2025 dataset describes a 19-piece molecular cluster, C11H48F13N3O19P overall at a distorted geometry. The level of theory is the ωB97M-V functional and the def2-TZVPD basis.

## Properties
LUMO level	-2.91	eV
total charge	+1
total energy	-3681.1920	a.u.
gap between HOMO and LUMO	9.436	eV

Last column: Löwdin charge in e.
Positions of all 95 atoms, in Å:
N (-0.579, 1.776, 0.318)  0.3107
C (0.197, 1.357, -0.620)  -0.3449
N (0.688, 2.121, -1.641)  0.1085
C (1.538, 1.276, -2.471)  -0.3727
P (2.847, 2.008, -3.506)  0.8111
O (4.094, 2.357, -2.759)  -0.4398
C (1.980, 0.294, -1.391)  -0.0971
N (0.656, 0.093, -0.803)  -0.0026
C (0.496, -0.879, 0.277)  -0.1198
C (0.785, -2.337, -0.115)  -0.0038
C (-0.184, -2.959, -1.129)  -0.4370
F (-0.746, -2.067, -1.956)  0.1468
F (0.552, -3.772, -1.912)  0.1377
C (-1.304, -3.862, -0.547)  -0.4029
F (-1.894, -4.537, -1.493)  0.2150
F (-0.686, -4.781, 0.225)  0.1539
C (-2.297, -3.137, 0.378)  -0.3633
F (-3.161, -4.070, 0.826)  0.1540
F (-1.692, -2.682, 1.444)  0.2104
C (-3.161, -2.047, -0.286)  -0.3679
F (-2.505, -0.880, -0.350)  0.1498
F (-3.536, -2.369, -1.501)  0.2178
C (-4.458, -1.729, 0.514)  -0.3856
F (-4.213, -1.744, 1.819)  0.1849
F (-5.445, -2.551, 0.263)  0.2197
C (-4.920, -0.276, 0.200)  -0.6169
F (-4.907, 0.018, -1.071)  0.2178
F (-4.209, 0.549, 0.901)  0.2003
F (-6.162, -0.144, 0.598)  0.2156
H (-0.770, 1.224, 1.146)  0.1020
H (-1.009, 2.692, 0.306)  0.1493
H (-0.032, 2.631, -2.149)  0.1306
H (0.910, 0.625, -3.105)  0.1366
H (2.363, 3.088, -4.284)  0.0362
H (3.194, 1.018, -4.451)  0.0322
H (2.528, -0.581, -1.734)  0.1456
H (2.644, 0.742, -0.640)  0.1220
H (-0.476, -0.726, 0.739)  0.0981
H (1.244, -0.602, 1.046)  0.1189
H (1.768, -2.386, -0.577)  0.1338
H (0.824, -2.920, 0.800)  0.1386
O (4.433, 2.712, 0.179)  -0.0413
H (4.776, 2.254, -0.597)  0.0047
H (4.364, 3.632, -0.107)  0.0403
O (2.576, 1.006, 1.823)  -0.0915
H (1.949, 1.498, 2.373)  0.0020
H (3.394, 1.521, 1.896)  0.0019
O (-1.366, 4.603, -1.842)  -0.0522
H (-2.099, 4.124, -2.250)  0.0495
H (-1.325, 5.429, -2.339)  0.0589
O (6.557, 0.689, -2.093)  -0.0552
H (6.056, 1.505, -2.220)  -0.0117
H (7.479, 0.967, -2.135)  0.0516
O (-5.529, 1.575, -3.733)  -0.0517
H (-5.372, 0.939, -3.029)  -0.0043
H (-5.334, 1.089, -4.542)  0.0421
O (-9.219, -0.994, -0.657)  -0.0489
H (-8.867, -0.755, -1.521)  0.0338
H (-8.533, -0.725, -0.037)  0.0084
O (5.282, 1.019, -5.264)  -0.0842
H (5.661, 1.853, -4.966)  0.0371
H (5.498, 0.399, -4.554)  0.0327
O (0.712, -6.796, -2.052)  -0.0411
H (0.306, -7.535, -1.584)  0.0433
H (0.329, -6.014, -1.646)  -0.0188
O (-2.530, 1.061, 3.125)  -0.0503
H (-2.851, 1.398, 3.973)  0.0469
H (-3.319, 0.809, 2.638)  0.0180
O (-3.942, -4.309, 3.664)  -0.0461
H (-4.904, -4.324, 3.598)  0.0437
H (-3.641, -4.141, 2.764)  -0.0147
O (2.054, 3.790, 1.883)  -0.0640
H (2.408, 3.334, 1.110)  -0.0149
H (1.980, 4.707, 1.596)  0.0282
O (0.324, 0.615, 3.432)  -0.0416
H (0.299, -0.349, 3.491)  0.0563
H (-0.608, 0.872, 3.367)  -0.0029
O (-2.833, -7.036, -0.342)  -0.0362
H (-3.439, -6.554, 0.230)  0.0295
H (-1.992, -6.586, -0.233)  -0.0031
O (4.328, 1.916, 3.656)  -0.0453
H (3.717, 2.527, 4.084)  0.0504
H (4.697, 1.401, 4.385)  0.0242
O (2.123, 5.011, -0.627)  -0.0425
H (1.405, 4.529, -1.054)  0.0105
H (2.186, 5.836, -1.124)  0.0617
O (5.221, -0.512, 5.799)  -0.0486
H (4.774, -1.042, 6.468)  0.0403
H (5.820, -1.132, 5.367)  0.0435
O (5.028, 5.315, -2.714)  -0.0613
H (5.330, 5.603, -3.582)  0.0377
H (4.539, 4.499, -2.886)  -0.0229
O (-3.221, 0.150, 5.795)  -0.0471
H (-2.520, -0.206, 6.353)  0.0518
H (-3.941, -0.484, 5.889)  0.0497


Q: total energy of number 3 (C17H18F2MnN3O4)?
A: -2474.7269 a.u.